Here is a 2-piece molecular cluster, C2H3FO2 overall in a non-equilibrium geometry from the Open Molecules 2025 dataset. Energies are from ωB97M-V/def2-TZVPD.

Geometry as ORCA input:
```
! RIJCOSX wB97M-V def2-TZVPD def2/J DEFGRID3
* xyz 0 1
C 0.155 -0.074 -1.344
C 0.307 -0.347 0.849
O -0.104 1.105 -1.394
O -0.877 -0.184 1.306
F 1.331 0.377 1.368
H 1.029 -0.725 -1.597
H -0.831 -0.708 -1.125
H -1.010 0.557 1.936
*
```

Summary:
LUMO = 0.0 eV
Energy above the lowest of the compared OMol25 structures with the same formula, charge and spin = 85.5 kcal/mol
HOMO = -9.346 eV
Orbital gap = 9.37 eV

Here are the Löwdin charges for atoms 1 to 4, given in e: atom 1 (C): -0.282, atom 2 (C): -0.177, atom 3 (O): -0.045, atom 4 (O): 0.115